w:
An isolated molecule of C20H27N3O3S, computed with the ωB97M-V functional and the def2-TZVPD basis.

Each line ends with the Löwdin charge.
CARTESIAN COORDINATES (ANGSTROEM)
C 2.83686 3.15226 1.12041  -0.10
C 1.53252 3.91626 0.92451  -0.26
C 1.30856 4.37154 -0.51869  -0.19
C 1.20442 3.21342 -1.51449  -0.17
N 0.13584 2.30549 -1.17101  0.09
C 0.35496 1.05802 -0.73213  -0.40
O 1.46445 0.54878 -0.65853  0.05
C -0.88120 0.33246 -0.35947  -0.08
C -1.13282 -0.82733 0.33938  0.02
C -2.56207 -0.92051 0.30781  -0.30
N -3.07416 0.08722 -0.34697  0.14
O -2.05588 0.87470 -0.75435  0.02
C -3.38973 -2.02882 0.81249  -0.36
H -4.43405 -1.74228 0.91286  0.08
H -2.98637 -2.41659 1.74702  0.07
S -3.23489 -3.43783 -0.35951  0.96
C -3.55127 -2.65481 -1.92289  -0.54
C -4.54060 -1.69542 -2.08346  -0.11
C -4.73185 -1.11532 -3.32471  -0.08
C -3.95785 -1.49882 -4.40664  -0.09
C -2.98522 -2.47270 -4.24682  -0.09
C -2.77602 -3.04707 -3.00728  -0.11
H -2.01482 -3.79949 -2.86676  0.10
H -2.38037 -2.77951 -5.08742  0.10
H -4.11343 -1.04249 -5.37295  0.10
H -5.49614 -0.36199 -3.44439  0.10
H -5.15675 -1.39614 -1.25141  0.10
C -0.26134 -1.76002 1.11086  -0.44
O -0.71746 -2.39758 2.04479  0.06
N 1.00482 -1.83935 0.68068  0.09
H 1.34479 -1.15444 0.00951  0.10
C 2.00268 -2.61131 1.38372  -0.18
C 3.10918 -1.71790 1.94363  -0.20
C 2.57932 -0.70853 2.95947  -0.26
C 3.70820 0.10140 3.58407  -0.12
H 3.31343 0.82648 4.29210  0.07
H 4.26310 0.63563 2.81576  0.06
H 4.39896 -0.55172 4.11313  0.07
H 1.88035 -0.03200 2.46295  0.10
H 2.03033 -1.23729 3.74145  0.11
H 3.58792 -1.18338 1.11975  0.11
H 3.85981 -2.35390 2.41673  0.11
H 2.43319 -3.34467 0.69291  0.12
H 1.48985 -3.14213 2.18969  0.12
H -0.80961 2.65767 -1.18941  0.15
H 2.12578 2.62970 -1.52255  0.12
H 1.02618 3.60791 -2.51970  0.12
H 0.39149 4.96453 -0.56641  0.11
H 2.13620 5.01047 -0.83097  0.11
H 0.69660 3.28889 1.24359  0.10
H 1.53637 4.80317 1.56213  0.11
H 3.00143 2.96440 2.17847  0.07
H 2.80839 2.19337 0.60993  0.05
H 3.67789 3.72757 0.73915  0.08

Output
structure (SMILES) = CCCCNC(=O)c1onc(CSc2ccccc2)c1C(=O)NCCCC

***

x:
An isolated molecule of C20H27N3O3S, computed with the ωB97M-V functional and the def2-TZVPD basis.

Each line ends with the Löwdin charge.
CARTESIAN COORDINATES (ANGSTROEM)
C -6.59016 -1.55729 0.08340  -0.09
H -6.08102 -2.36621 0.61798  0.09
O -5.95478 -0.31997 0.29027  -0.09
C -4.66574 -0.17281 -0.12718  -0.28
C -3.90254 -1.16244 -0.73409  -0.01
C -2.59620 -0.90141 -1.11402  -0.03
C -2.02199 0.34407 -0.88476  -0.27
C -2.80181 1.34420 -0.29962  -0.02
C -4.10072 1.08895 0.07433  0.00
H -4.70881 1.85522 0.52767  0.12
H -2.37723 2.32573 -0.14585  0.11
N -0.71696 0.64240 -1.26907  0.05
C 0.31685 -0.20576 -1.54078  -0.80
N 0.50705 -1.30347 -0.77623  -0.09
C -0.05189 -1.49975 0.54855  -0.14
H -1.10789 -1.79353 0.48210  0.11
C 0.05898 -0.30384 1.50278  -0.13
C 1.43948 0.36355 1.50026  -0.17
N 1.48663 1.48441 0.57646  -0.17
C 0.94575 2.69654 1.16684  -0.16
C 0.93839 3.81474 0.12502  -0.20
O 2.22978 4.06774 -0.36278  -0.13
C 2.77556 2.89697 -0.92997  -0.20
C 2.82659 1.74962 0.07705  -0.17
H 3.19580 0.85789 -0.43094  0.10
H 3.51769 2.01326 0.89804  0.13
H 3.78095 3.15722 -1.26320  0.13
H 2.17681 2.58400 -1.79655  0.07
H 0.58431 4.74866 0.56664  0.13
H 0.27416 3.53232 -0.70775  0.11
H -0.07362 2.51047 1.51150  0.12
H 1.55261 3.02149 2.03268  0.13
H 2.19217 -0.36528 1.19730  0.11
H 1.69433 0.68896 2.52377  0.12
H -0.16272 -0.68186 2.50250  0.12
H -0.69718 0.44015 1.25992  0.08
H 0.50376 -2.33291 0.98374  0.12
C 1.42862 -2.33531 -1.23065  -0.12
C 2.68407 -2.40818 -0.42659  -0.28
C 3.04813 -3.22050 0.61030  -0.03
C 4.35210 -2.82013 0.99030  -0.06
C 4.68094 -1.79542 0.15867  -0.12
O 3.68141 -1.54204 -0.69794  0.02
H 5.56166 -1.18990 0.07854  0.12
H 4.95370 -3.23934 1.77009  0.10
H 2.47079 -4.01375 1.04097  0.11
H 0.91820 -3.30343 -1.18274  0.14
H 1.68575 -2.10274 -2.26802  0.07
S 1.30862 0.18712 -2.81191  0.70
H -0.56973 1.57298 -1.63600  0.11
H -2.03073 -1.66346 -1.62964  0.12
H -4.31302 -2.13987 -0.93241  0.10
H -6.65018 -1.80617 -0.98112  0.10
H -7.59670 -1.44186 0.48213  0.09

Output
structure (SMILES) = COc1ccc(NC(=S)N(CCCN2CCOCC2)Cc2ccco2)cc1

***

So which one is most stable? That would be w, about 167.6 kJ/mol below the next structure.

***

w:
An isolated molecule of C2H5ClN2, computed with the ωB97M-V functional and the def2-TZVPD basis.

Each line ends with the Löwdin charge.
CARTESIAN COORDINATES (ANGSTROEM)
C -0.28848 0.95143 -0.39671  -0.24
C 0.94304 0.56142 0.32008  -0.60
H -1.65429 -1.92181 -0.45196  0.10
H -0.71163 -1.41934 0.83797  0.10
H -0.28465 1.88729 -0.96562  0.10
H 1.52865 1.43932 0.62772  0.07
H 0.62893 0.03342 1.21272  0.04
N -1.09092 -1.14002 -0.08130  -0.04
N -1.25226 0.10696 -0.64495  -0.03
Cl 2.18160 -0.49866 -0.45797  0.51

Output
structure (SMILES) = N/N=C\CCl

***

x:
An isolated molecule of C2H5ClN2, computed with the ωB97M-V functional and the def2-TZVPD basis.

Each line ends with the Löwdin charge.
CARTESIAN COORDINATES (ANGSTROEM)
C -0.35581 0.92543 -0.13562  -0.27
C -1.05846 -0.52038 -0.00296  -0.52
H 2.70547 -0.18951 -0.09866  0.11
H 1.31180 -0.84537 -0.66572  0.04
H -0.97263 1.84104 -0.00207  0.07
H -0.65563 -1.45363 -0.50749  0.08
H -0.86140 -0.59002 1.29017  0.15
N 1.66023 -0.28857 0.07505  -0.03
N 0.98745 0.92857 0.05545  -0.10
Cl -2.76100 0.19243 -0.00815  0.48

Output
structure (SMILES) = N/N=C\CCl

***

So which one is most stable? That would be w, about 152.1 kJ/mol below the next structure.

***

w:
A cluster of 11 separate species, C4H32N2O10 in total, computed with the ωB97M-V functional and the def2-TZVPD basis.

Each line ends with the Löwdin charge.
CARTESIAN COORDINATES (ANGSTROEM)
N 1.80976 0.75907 -1.35784  0.04
C 1.51724 2.17218 -1.10569  -0.41
C 2.54877 2.88798 -2.04672  -0.08
C 1.67425 2.66960 0.34778  -0.19
N 0.41070 2.26041 1.03555  -0.14
C 0.17356 2.97977 2.26367  -0.17
H 1.36992 -0.02225 -0.93143  0.03
H 2.80571 0.67866 -1.44435  0.07
H 0.46245 2.36663 -1.38618  0.13
H 2.30022 2.72566 -3.10962  0.07
H 3.57255 2.79235 -1.66990  0.08
H 2.44273 3.99061 -2.10916  0.07
H 1.71530 3.79861 0.41572  0.13
H 2.50180 2.17285 0.84211  0.11
H 0.30061 1.26223 1.24419  0.04
H 0.69473 3.97061 2.18301  0.08
H -0.86422 3.31170 2.48607  0.07
H 0.39974 2.58198 3.26824  0.07
H -0.25261 -2.91694 -2.35262  -0.05
H -0.55679 -3.49091 -3.67172  0.05
O 0.13111 -3.51080 -2.99240  -0.04
H -2.28762 -3.88825 -1.20997  0.06
H -1.43762 -4.63071 -0.07842  0.06
O -1.68723 -3.79129 -0.46498  -0.04
H 0.75297 -3.17165 2.35756  0.07
H -0.42729 -3.88946 2.05641  0.06
O -0.17256 -2.96295 2.17227  -0.05
H -0.17239 -2.25644 0.15285  -0.01
H 0.12733 -1.92068 -1.21948  -0.01
O 0.60182 -2.07236 -0.39868  -0.05
H -1.61574 0.06444 1.85375  0.05
H -0.37273 -0.96817 1.63902  0.00
O -0.74842 -0.09714 1.47022  -0.05
H -1.59533 -2.05776 -1.18911  -0.01
H -2.19827 -0.70195 -1.56090  0.02
O -2.08078 -1.60699 -1.92425  -0.06
H 1.71606 -1.14845 4.03686  0.05
H 0.93542 -0.68494 2.91550  0.02
O 0.78541 -1.09680 3.77592  -0.05
H 1.04675 0.58832 -4.48179  0.03
H 0.70030 -0.02473 -3.17666  -0.01
O 0.29598 0.47497 -3.89098  -0.07
H -4.14211 -0.83059 3.03762  0.04
H -2.82968 -0.15705 3.70711  0.04
O -3.59363 -0.05397 3.13904  -0.04
H -2.01537 1.09305 -1.63495  0.04
H -2.11144 1.25436 -0.09867  0.02
O -2.63139 1.09719 -0.89399  -0.04

Output
structure (SMILES) = CNC[C@@H](C)N.O.O.O.O.O.O.O.O.O.O

***

x:
A cluster of 11 separate species, C4H32N2O10 in total, computed with the ωB97M-V functional and the def2-TZVPD basis.

Each line ends with the Löwdin charge.
CARTESIAN COORDINATES (ANGSTROEM)
C -0.19218 -1.81574 0.38978  -0.31
C -1.69655 -1.83671 -0.06350  -0.17
C -1.79077 -0.95778 -1.35974  -0.18
C -2.85235 0.13544 -1.23104  -0.28
N -4.14864 -0.25217 -1.82403  -0.01
N 0.72637 -2.28630 -0.62591  0.04
H -0.06065 -0.79164 0.76338  0.10
H -0.20908 -2.44437 1.28447  0.09
H -1.91955 -2.86009 -0.34995  0.10
H -2.22451 -1.37568 0.76642  0.08
H -2.03384 -1.69743 -2.10985  0.11
H -0.86287 -0.42538 -1.51555  0.05
H -3.02862 0.56846 -0.24440  0.10
H -2.56043 1.04415 -1.76999  0.09
H -4.87522 -0.53337 -1.18486  0.05
H -4.02785 -0.99005 -2.50125  0.05
H 1.03273 -1.44452 -1.10509  0.03
H 1.59456 -2.61328 -0.21681  0.04
H 2.97596 -3.94858 1.97206  0.04
H 2.07470 -2.98377 2.79743  0.04
O 2.21845 -3.36115 1.92590  -0.05
H 0.14476 3.60989 0.52625  0.04
H 0.71918 2.41205 1.17787  0.04
O 0.31772 2.69433 0.35542  -0.03
H 2.59433 1.03744 1.60289  0.01
H 3.31941 -0.24894 1.58813  0.03
O 3.18855 0.52284 2.15716  -0.05
H 1.41891 1.81426 -1.46550  -0.02
H 0.17954 0.96664 -1.38282  0.01
O 1.05799 0.98330 -1.77577  -0.05
H -0.68483 0.88914 4.10990  0.04
H -0.95912 1.47244 2.82704  0.03
O -0.18848 1.32263 3.39811  -0.06
H -2.29981 -1.56494 3.16184  0.01
H -2.23830 -2.61594 4.18487  0.04
O -2.55891 -1.71148 4.08258  -0.06
H 0.79179 -1.61209 -3.59401  0.03
H 0.25120 -0.26350 -3.47956  -0.01
O 0.31631 -0.96891 -4.13871  -0.06
H 2.43552 3.85411 -2.14752  0.06
H 2.02704 3.41399 -0.72566  0.00
O 2.74146 3.37120 -1.37468  -0.04
H -2.84274 3.61490 1.34465  0.04
H -3.08228 3.51864 -0.14553  0.05
O -2.40029 3.39181 0.52154  -0.05
H 3.18200 0.16193 -1.40782  0.01
H 4.32820 -0.41046 -2.07289  0.04
O 3.77348 -0.60221 -1.30413  -0.06

Output
structure (SMILES) = NCCCCN.O.O.O.O.O.O.O.O.O.O

***

So which one is most stable? That would be x, about 89.2 kJ/mol below the next structure.